Molecular formula: C2H5N
Method: DFT, the ωB97M-V functional and the def2-TZVPD basis

Values from the calculation:
* gap between HOMO and LUMO: 0.3999 Eh
* highest occupied orbital energy: -0.3535 hartree
* energy relative to the best compared isomer or geometry (same formula, charge and spin): 24.7 kcal/mol
* LUMO energy: 1.26 eV
* calculated total energy: -133.8940 Eh
* SMILES: C1CN1

The geometry in ORCA input format:
```
! RIJCOSX wB97M-V def2-TZVPD def2/J DEFGRID3
* xyz 0 1
C 0.6068 -0.4155 -0.0319
C -0.7767 -0.0099 -0.0811
H 0.9402 -0.9864 -0.9828
H 0.9837 -0.8439 0.9285
H -1.2803 0.1417 0.8821
H -1.2832 -0.3627 -0.9878
H 0.4365 1.5261 0.5694
N 0.3729 0.9505 -0.2963
*
```